Density functional theory data (wB97M-V/def2-TZVPD) for 9 unconnected molecules or ions with the total composition C61H119N5O13.

## Properties
Relative energy (zero: lowest compared OMol25 entry of this formula, charge and spin) ... 10.293 eV
Electronic energy ... -3647.0480 Ha
Strongest force on any atom ... 5.8 eV/A

Atoms and positions in Å:
C  1.886530  2.601944  1.164379
C  2.284606  1.968614  -0.288943
C  1.633022  0.557947  -0.229464
C  1.419966  -0.107183  -1.625313
C  0.819608  0.972544  -2.559923
C  1.483764  2.301325  -2.676794
N  1.688954  2.850533  -1.336684
O  1.938537  4.176657  -1.216791
C  2.807976  2.026349  -3.577328
C  0.560467  3.202287  -3.480179
C  3.776355  1.861807  -0.502330
H  1.889468  1.815357  1.918944
H  0.855485  2.954902  1.142833
H  2.614073  3.372827  1.418405
H  2.330245  -0.071366  0.323660
H  0.673008  0.584189  0.286089
H  0.714507  -0.933802  -1.540780
H  2.385044  -0.500349  -1.944882
H  -0.231990  1.000768  -2.274518
H  0.760984  0.673768  -3.606535
H  3.388162  1.187424  -3.193031
H  2.614403  1.952574  -4.647464
H  3.496721  2.840363  -3.351222
H  -0.298158  3.357608  -2.826921
H  0.930905  4.173879  -3.807101
H  0.288427  2.718815  -4.418448
H  4.393362  1.751055  0.389372
H  4.208098  2.717606  -1.021285
H  3.955581  1.021275  -1.172768
H  1.127223  4.436980  -0.774520
C  1.617924  -9.406565  0.124816
C  1.188390  -9.264601  1.602117
C  1.821818  -7.997977  2.302947
C  1.112785  -6.692860  2.004360
C  -0.393337  -6.722504  2.225649
C  -1.015785  -7.891292  1.451091
N  -0.354961  -9.237899  1.757042
O  -1.144589  -10.302435  1.359766
C  -2.303701  -8.072381  2.080337
C  -1.078051  -7.542780  -0.073548
C  1.956902  -10.482753  2.278983
H  1.168260  -8.679716  -0.551632
H  1.713351  -10.404042  -0.304181
H  2.652632  -9.098545  -0.025524
H  1.675025  -8.225772  3.358720
H  2.868642  -8.119804  2.024714
H  1.388991  -6.425785  0.984326
H  1.612693  -5.902791  2.564681
H  -0.828145  -5.767502  1.930647
H  -0.646955  -6.745600  3.285481
H  -2.247262  -8.348320  3.133325
H  -2.812031  -7.115935  2.202409
H  -3.101271  -8.606065  1.563458
H  -1.277617  -8.450950  -0.642315
H  -1.842054  -6.859181  -0.443828
H  -0.193918  -7.143694  -0.570692
H  1.787871  -11.458145  1.822757
H  1.774695  -10.422968  3.351987
H  3.037287  -10.349849  2.222371
H  -1.831862  -10.198317  2.021894
C  -9.142246  0.808677  3.214922
C  -9.061079  1.212398  1.771421
C  -8.417286  2.575032  1.501920
C  -6.845939  2.609077  1.687549
C  -6.215076  1.440430  0.822417
C  -6.854085  -0.014430  1.054748
N  -8.344006  0.227707  0.908528
O  -9.071139  -0.862509  0.457722
C  -6.405939  -0.950795  -0.073942
C  -6.430276  -0.565252  2.472211
C  -10.448057  1.380806  1.274028
H  -9.763345  -0.038128  3.506920
H  -9.348220  1.702923  3.803136
H  -8.169091  0.679432  3.688586
H  -8.674619  2.821828  0.471883
H  -8.886707  3.357005  2.098810
H  -6.576110  2.306429  2.699322
H  -6.373316  3.567517  1.472809
H  -5.212269  1.512961  1.243393
H  -6.130231  1.789794  -0.206586
H  -6.888225  -1.926238  -0.010674
H  -6.609935  -0.514563  -1.051790
H  -5.334269  -1.133747  0.004484
H  -7.087506  -1.292888  2.948322
H  -5.419995  -0.957477  2.355680
H  -6.340775  0.329863  3.087727
H  -10.704384  1.875966  0.337426
H  -11.134249  1.979427  1.873106
H  -10.916350  0.396542  1.268193
H  -9.202459  -0.514503  -0.427296
C  -3.653542  0.161185  -8.680892
C  -4.141549  0.266403  -10.102325
C  -4.479778  1.670978  -10.532154
C  -3.306245  2.622280  -10.873467
C  -2.208480  1.910064  -11.608894
C  -1.759028  0.479105  -11.217425
N  -3.020529  -0.257194  -10.953369
O  -3.008411  -1.683349  -11.115269
C  -1.066393  -0.193755  -12.472268
C  -0.687275  0.488948  -10.066972
C  -5.379685  -0.646314  -10.338090
H  -3.138112  1.083396  -8.412632
H  -3.020280  -0.724543  -8.630109
H  -4.509421  0.073993  -8.011595
H  -5.279241  1.758360  -11.267898
H  -4.760361  2.329385  -9.710025
H  -2.819167  3.093135  -10.019567
H  -3.746959  3.446282  -11.434625
H  -1.294025  2.469105  -11.807247
H  -2.691696  1.771856  -12.576110
H  -0.254963  0.478551  -12.750993
H  -0.594197  -1.174933  -12.423186
H  -1.707588  -0.193084  -13.353727
H  0.190968  1.116083  -10.220229
H  -1.074633  0.662945  -9.063094
H  -0.398077  -0.560508  -10.011110
H  -6.338196  -0.297125  -9.954139
H  -5.253492  -1.507432  -9.681837
H  -5.379665  -0.882397  -11.402219
H  -3.727176  -1.735358  -11.749506
C  0.783479  3.403008  10.394391
C  -0.819261  3.395160  10.080918
C  -0.907611  3.889149  8.641570
C  -2.315888  3.801745  8.079271
C  -2.774731  2.319591  8.034000
C  -2.560982  1.574616  9.398141
N  -1.322339  1.984585  10.100878
O  -1.209543  1.555881  11.440338
C  -3.784294  1.891048  10.323995
C  -2.369251  0.098271  9.017637
C  -1.493631  4.307798  11.120287
H  1.339115  2.562363  9.978848
H  1.016840  3.397425  11.459108
H  1.329273  4.236295  9.951851
H  -0.428568  4.867979  8.619218
H  -0.252544  3.298409  8.001250
H  -2.510903  4.131702  7.058890
H  -2.923581  4.415216  8.744454
H  -2.377475  1.783448  7.172125
H  -3.838274  2.391342  7.806353
H  -3.660209  1.488647  11.329371
H  -3.860842  2.978016  10.296797
H  -4.645418  1.508690  9.775937
H  -2.088430  -0.374573  9.958729
H  -3.323111  -0.351361  8.741824
H  -1.537054  -0.035064  8.326430
H  -0.944066  5.234950  11.282947
H  -1.622379  3.800955  12.076654
H  -2.523705  4.596784  10.911636
H  -0.514410  0.893798  11.434781
O  8.735042  4.293331  3.869597
C  9.412733  5.002401  3.120529
O  10.498236  4.520868  2.617467
C  11.120394  5.505686  1.813162
C  10.524429  6.812345  2.258515
C  9.088086  6.437492  2.680599
H  10.932286  5.404005  0.744340
H  12.210027  5.514919  1.839938
H  10.549075  7.499390  1.412673
H  11.068074  7.214113  3.113581
H  8.452276  6.372687  1.797633
H  8.736234  7.150297  3.426399
O  4.302157  -5.540391  -3.767364
C  3.785800  -5.842040  -4.813932
O  2.764062  -5.088731  -5.239469
C  1.645416  -5.928805  -5.719827
C  2.367572  -7.095467  -6.386851
C  3.666889  -7.201483  -5.642358
H  1.112940  -5.264329  -6.400303
H  0.913216  -6.201002  -4.959634
H  2.456963  -6.968991  -7.465795
H  1.737184  -7.983016  -6.332344
H  4.522451  -7.468480  -6.262693
H  3.616566  -8.078917  -4.997620
O  8.214811  11.395996  -5.040141
C  7.642651  10.291559  -4.969799
O  6.336541  10.251664  -5.214077
C  5.880942  8.875849  -5.295179
C  7.192356  7.977959  -5.320214
C  8.233812  8.943327  -4.750777
H  5.381702  8.927837  -6.262723
H  5.248872  8.668539  -4.431678
H  7.530481  7.473772  -6.225517
H  6.765475  7.206353  -4.679515
H  9.139706  8.928621  -5.356792
H  8.330397  8.843193  -3.669696
O  6.480476  -1.555204  9.837789
C  6.371177  -1.809206  8.681036
O  7.177800  -2.698563  8.178271
C  7.040714  -2.915920  6.738525
C  5.681522  -2.288318  6.537210
C  5.460292  -1.285299  7.575106
H  6.947058  -3.959482  6.437983
H  7.828525  -2.482966  6.122083
H  4.891363  -3.039128  6.543285
H  5.668364  -1.749304  5.589902
H  4.426712  -1.180256  7.904925
H  5.863249  -0.291792  7.378501

Force components x, y, z for each atom (eV/Å):
0.8548 -0.6597 -1.7031
-1.2274 1.2674 1.6507
0.0574 -0.1432 -1.3990
0.3786 1.4445 0.3617
-0.8214 -1.8375 -0.2470
1.9605 0.4932 -0.8692
-1.3786 -3.9493 0.0038
0.5903 1.2852 0.1540
-0.0684 0.9632 1.8795
-0.2385 0.2562 0.0925
0.8959 -0.1049 -0.2715
0.3692 -0.0425 -0.0307
0.0967 0.3029 -0.1806
-0.3188 0.1466 0.1672
-0.1408 0.0256 0.3419
0.0312 0.2016 0.1056
0.1344 -0.0554 -0.0289
-0.0766 -0.0277 -0.3616
-0.1896 0.7133 0.2568
0.1089 -0.7233 -0.0336
-0.4131 -0.4371 -0.3404
-0.0903 -0.0547 0.1733
-0.0591 0.4481 -0.5147
-0.3906 0.1423 -0.3786
0.4453 0.0101 0.4852
-0.2931 -0.2855 0.1818
-0.2668 -0.3098 0.2256
-0.3181 0.2880 0.0625
0.2633 -0.1669 0.1631
0.1079 0.8076 0.0474
0.9892 1.2826 -0.6642
-0.1135 -1.7030 -1.0400
-1.9216 -1.7908 -0.1565
1.2689 0.5035 -0.4166
1.3879 -0.2291 -0.0867
1.5254 -0.5166 -1.0247
3.5203 3.1581 1.5476
0.3758 -0.3900 -0.8353
-3.9784 1.2416 0.8647
-0.2609 -0.7125 -0.6941
-0.8975 0.9703 0.3996
-0.6494 -0.5274 -0.0505
-1.0550 -0.1722 0.1955
0.5361 0.1999 0.6882
0.3645 0.1135 0.2540
0.0318 0.7925 0.1820
-0.4824 0.0579 -0.3732
-0.2127 0.1214 0.3709
-0.1216 -0.1108 -0.5609
0.2333 -0.5680 0.1944
0.3310 -0.6625 -0.1037
0.0596 0.5381 -0.2727
0.3756 -0.6396 -0.1497
-0.0808 -0.3106 0.1600
-0.4662 0.2060 0.8404
0.4486 0.0209 0.7443
-0.5613 0.0819 0.2602
-0.3774 -0.6455 0.0710
0.0507 0.4579 -0.4274
-0.3140 -0.7588 0.0719
1.2777 1.0065 1.8375
0.7401 -0.2086 -0.9680
1.9481 0.6314 0.3934
-1.6377 -2.1907 -0.6654
0.0925 0.7228 1.4818
-1.1403 1.1714 0.0689
1.9452 1.7831 0.1671
-0.3538 -0.2762 -0.0422
0.0380 0.0259 0.3610
0.4973 1.0708 -1.1669
-2.8816 -0.7043 -0.3622
-0.1763 0.1763 -0.3955
-1.2284 0.1064 0.0174
0.2146 -0.7091 -0.5288
0.2920 -0.0245 -0.1306
-0.1092 -0.1017 0.3019
-0.2717 0.5142 0.3537
-0.1711 -0.0655 -0.1400
0.5213 -0.8573 -0.3935
-0.3892 -0.6108 -0.2435
-0.1034 0.1047 0.0471
-0.0595 0.0117 -0.0048
0.0895 0.1792 -0.0010
-0.0444 0.0612 -0.3542
0.0051 -0.2474 0.1805
0.0302 -0.3824 0.4157
1.1036 -0.3479 -0.6881
0.5565 0.0326 1.0322
-0.2045 -0.0188 -0.2154
-0.5744 -0.8529 -0.3563
-0.7231 0.3997 0.5643
0.4587 -0.9906 -0.5182
0.6783 2.2453 0.7083
1.0215 -0.6023 0.3098
0.0532 -0.7658 -2.2310
-0.3170 -0.7692 0.1029
-0.3939 0.9077 -1.1714
0.2489 1.0385 0.5981
0.0100 1.3276 -0.0581
-0.8801 -1.2286 0.1010
0.9604 -0.1361 0.8794
0.3458 -0.2266 0.1734
-0.0221 0.1526 0.4193
0.0437 -0.0907 0.2986
0.2389 -0.3823 -0.2323
-1.3223 -0.9510 0.7077
-0.5508 -0.0836 0.6708
0.3517 0.0007 -0.2891
-0.0802 0.4175 0.2570
0.3833 -0.2284 -0.5760
0.2136 0.1703 0.0230
-0.4125 -0.0513 0.7958
-0.3820 -0.0473 0.1972
-0.1547 -0.0070 -0.3476
-0.2372 0.5037 -0.2006
0.5669 -0.0417 0.0476
0.0991 0.8891 -0.4887
0.2872 -0.5869 -0.6347
-0.6720 -0.1823 0.1433
0.1893 -0.6821 -0.2447
-0.8521 -0.4865 0.0990
1.5914 -0.5773 -0.0574
0.1990 0.1188 -0.7207
-0.0751 -0.6584 0.1035
-0.0742 1.2959 1.2577
-0.3559 0.2152 -0.0269
1.8896 1.3943 -1.0242
-0.8890 -0.4598 0.1409
0.6750 -0.3419 -1.6099
-0.3172 0.2029 1.8521
-0.5191 0.0058 0.1687
-0.5604 -0.4738 -0.1650
-0.2932 0.0834 0.1002
-0.5619 0.5111 0.0398
-0.4948 0.3743 -0.0619
0.1665 -0.4010 0.1476
0.6301 0.6241 0.0189
-0.5267 -0.1937 -0.1177
0.6007 0.0604 0.2252
-0.2736 -0.4329 0.3081
-0.1753 0.0908 -0.1750
-0.1721 -0.0334 0.4859
-0.3357 -0.1767 0.5227
0.0769 -0.4780 -0.0118
0.1692 -0.0466 -0.5199
-0.3542 0.0367 -0.1961
0.1832 -0.0828 -0.0629
0.5536 -0.1254 0.0217
-0.0122 0.0372 -0.6042
0.1098 -0.0848 -0.1420
0.9623 1.5415 -1.3135
-4.5603 -1.1541 3.4433
2.2674 -0.5067 -1.3487
0.7733 1.0044 -1.0644
-0.2868 0.8109 -0.3793
2.0111 -0.4103 -0.4660
-0.5707 -0.6972 -0.0534
-0.0264 -0.4697 0.7486
0.1061 0.3224 0.2900
-0.0041 0.1363 -0.0712
-0.2584 0.1078 0.1693
-0.4189 -0.6925 0.0463
1.1519 -0.7014 -1.3811
-1.6347 -1.5858 1.3077
-1.8207 0.3279 -0.3418
1.0987 1.3406 -1.0535
-1.2473 -0.1820 -0.6788
1.0945 -0.2585 0.7678
0.0346 -0.2368 -0.1774
0.6045 -0.0427 0.5776
0.3545 0.5218 0.0661
0.2031 -0.2147 0.3774
0.0919 0.6512 -0.1325
0.0602 0.3822 0.6820
-0.9177 -3.1373 0.6091
1.1934 4.4948 -0.9183
-0.2606 -0.7774 0.5625
1.1811 0.8859 -1.8182
-1.9251 0.2585 1.0471
-0.3885 -0.5136 -0.3018
-0.5991 -0.8147 0.3444
-0.0579 -0.0797 -0.2782
-0.4933 0.5636 -0.2966
1.2822 -0.5150 0.3863
0.3095 -0.2011 0.7614
0.6693 -0.1712 -0.0959
-0.6643 0.8813 0.9467
-0.8880 0.6211 0.4026
2.7214 -2.6127 -2.0260
-1.3241 0.3037 0.7554
-0.6327 0.2553 -2.9953
0.2852 0.7937 2.3406
0.4722 -0.1948 0.7652
0.2101 0.3475 0.6104
0.0771 -0.0126 -0.0526
-0.2885 -0.4965 -0.4364
0.1665 0.0243 0.0749
-0.1340 0.0983 -0.3870